C38H41GaN2O3SiTe as an isolated structure, computed with wB97M-V/def2-TZVPD.

Cartesian coordinates (Å):
Ga  0.00  0.00  0.00
O  0.49  -1.38  1.09
C  0.10  -1.14  2.44
C  -0.45  0.25  2.57
C  -0.75  0.78  3.82
C  -1.28  2.06  3.90
C  -1.50  2.78  2.74
C  -1.19  2.18  1.53
N  -0.67  0.94  1.42
H  -0.08  -2.15  0.75
H  0.98  -1.26  3.07
H  -0.66  -1.87  2.73
H  -0.57  0.21  4.73
H  -1.52  2.50  4.87
H  -1.91  3.79  2.76
H  -1.34  2.70  0.59
C  -5.65  3.03  -2.56
C  -4.25  2.62  -2.20
C  -3.14  3.23  -2.80
C  -1.82  2.87  -2.44
C  -0.68  3.58  -3.10
O  -0.88  4.04  -4.22
C  0.66  3.82  -2.49
C  1.76  4.13  -3.32
C  3.02  4.38  -2.78
C  3.21  4.33  -1.39
C  2.14  4.05  -0.55
C  0.87  3.80  -1.09
C  -1.66  1.83  -1.49
O  -0.45  1.38  -1.10
C  -2.76  1.21  -0.91
C  -4.06  1.62  -1.24
C  -2.48  0.15  0.07
N  -1.71  -0.85  -0.25
C  -1.23  -1.29  -1.56
C  -2.39  -1.77  -2.44
Te  -3.45  -3.43  -1.57
C  -5.07  -2.22  -0.95
C  -5.35  -2.08  0.41
C  -6.42  -1.28  0.83
C  -7.21  -0.62  -0.12
C  -6.94  -0.76  -1.48
C  -5.87  -1.56  -1.90
C  -3.04  0.20  1.46
C  -3.79  1.30  1.92
C  -4.30  1.32  3.22
C  -4.07  0.24  4.08
C  -3.32  -0.85  3.65
C  -2.81  -0.88  2.35
H  -5.65  3.83  -3.33
H  -6.18  3.40  -1.66
H  -6.20  2.15  -2.97
H  -3.30  4.02  -3.53
H  1.64  4.17  -4.40
H  3.86  4.61  -3.43
H  4.19  4.53  -0.97
H  2.28  4.03  0.52
H  0.06  3.62  -0.41
H  -4.91  1.14  -0.78
H  -0.55  -2.16  -1.40
H  -0.65  -0.55  -2.13
H  -2.01  -2.10  -3.43
H  -3.10  -0.94  -2.65
H  -4.74  -2.59  1.14
H  -6.63  -1.17  1.88
H  -8.04  0.00  0.21
H  -7.55  -0.26  -2.21
H  -5.66  -1.67  -2.96
H  -3.98  2.16  1.30
H  -4.88  2.17  3.57
H  -4.47  0.26  5.09
H  -3.15  -1.69  4.31
H  -2.24  -1.74  2.04
C  2.70  -0.95  -1.83
Si  0.87  -1.20  -1.86
C  0.39  -2.97  -1.61
C  0.09  -0.47  -3.36
H  3.18  -1.48  -2.66
H  3.14  -1.33  -0.90
H  2.96  0.11  -1.91
H  0.76  -3.59  -2.43
H  -0.70  -3.08  -1.56
H  0.81  -3.36  -0.68
H  0.44  -0.97  -4.27
H  0.33  0.60  -3.46
H  -1.00  -0.56  -3.33
H  1.44  0.69  0.23

- E_tot (eV) = -116727.587
- HOMO (spin up / spin down) (eV) = -5.4 / -6.5
- gap between HOMO and LUMO (spin up / spin down) (eV) = 4.48 / 6.13